Record 1
Below is C42H51ClF3N8O3PtS as an isolated structure at a distorted geometry, with properties calculated with ωB97M-V/def2-TZVPD.

CARTESIAN COORDINATES (ANGSTROEM)
Pt (0.568, -0.955, 0.455)
C (-3.583, -2.327, 0.648)
C (-2.233, -2.140, 0.036)
O (-1.423, -1.374, 0.622)
N (-1.955, -2.792, -1.086)
C (-0.704, -2.725, -1.837)
C (0.408, -3.489, -1.171)
C (0.721, -4.790, -1.514)
C (1.705, -5.467, -0.807)
C (2.345, -4.820, 0.237)
C (1.995, -3.518, 0.531)
N (1.045, -2.865, -0.162)
H (-3.841, -1.439, 1.219)
H (-3.543, -3.178, 1.331)
H (-4.348, -2.526, -0.101)
H (-2.667, -3.423, -1.422)
H (-0.409, -1.678, -1.939)
H (-0.903, -3.118, -2.831)
H (0.199, -5.269, -2.332)
H (1.964, -6.485, -1.067)
H (3.111, -5.310, 0.822)
H (2.471, -2.973, 1.333)
C (0.287, 7.146, -0.452)
C (0.706, 6.410, 0.809)
N (1.351, 5.098, 0.526)
C (2.819, 4.983, 0.537)
C (3.443, 5.380, -0.790)
C (0.625, 4.074, 0.198)
S (1.259, 2.490, -0.201)
N (-0.717, 4.089, 0.119)
C (-1.191, 2.937, -0.242)
O (-0.293, 1.934, -0.417)
C (-2.576, 2.618, -0.488)
C (-2.946, 1.362, -0.978)
C (-4.275, 1.106, -1.248)
C (-5.234, 2.092, -1.028)
C (-4.867, 3.341, -0.542)
C (-3.537, 3.611, -0.274)
H (-0.167, 8.096, -0.172)
H (-0.449, 6.573, -1.014)
H (1.136, 7.361, -1.098)
H (-0.150, 6.214, 1.452)
H (1.436, 6.977, 1.383)
H (3.077, 3.952, 0.811)
H (3.182, 5.615, 1.346)
H (3.054, 4.772, -1.611)
H (4.523, 5.245, -0.726)
H (3.258, 6.428, -1.018)
H (-2.187, 0.612, -1.166)
H (-4.577, 0.147, -1.650)
H (-6.273, 1.887, -1.247)
H (-5.617, 4.103, -0.382)
H (-3.233, 4.581, 0.094)
C (7.092, 2.064, 0.100)
C (7.080, 1.951, -1.430)
C (8.351, 1.221, -1.887)
C (7.117, 3.374, -2.006)
C (5.799, 1.192, -1.907)
O (4.620, 1.917, -1.521)
C (5.796, 0.974, -3.425)
C (4.541, 0.367, -4.059)
C (3.262, 1.159, -3.917)
C (3.219, 2.532, -4.154)
C (2.047, 3.255, -4.009)
C (0.883, 2.596, -3.644)
Cl (-0.585, 3.498, -3.409)
C (0.875, 1.224, -3.474)
C (2.067, 0.520, -3.607)
C (5.684, -0.192, -1.198)
N (4.530, -0.273, -0.309)
C (3.319, -0.666, -0.642)
N (2.499, -0.441, 0.384)
C (3.316, 0.075, 1.356)
N (4.550, 0.194, 0.955)
H (7.826, 2.811, 0.400)
H (7.377, 1.130, 0.587)
H (6.120, 2.365, 0.493)
H (9.216, 1.659, -1.389)
H (8.517, 1.310, -2.960)
H (8.342, 0.159, -1.630)
H (8.025, 3.869, -1.663)
H (6.287, 3.994, -1.650)
H (7.133, 3.404, -3.095)
H (4.723, 2.814, -1.861)
H (6.638, 0.330, -3.687)
H (6.013, 1.925, -3.914)
H (4.366, -0.659, -3.718)
H (4.766, 0.259, -5.124)
H (4.119, 3.057, -4.452)
H (2.029, 4.322, -4.188)
H (-0.057, 0.717, -3.258)
H (2.052, -0.565, -3.512)
H (6.560, -0.431, -0.604)
H (5.545, -0.986, -1.930)
H (3.041, -1.034, -1.614)
H (2.978, 0.353, 2.339)
F (0.316, 0.516, 7.443)
C (-0.732, 0.803, 6.667)
F (-1.025, 2.096, 6.811)
F (-1.774, 0.080, 7.077)
C (-0.398, 0.481, 5.221)
C (-0.472, -0.828, 4.774)
C (-0.138, -1.096, 3.461)
N (0.266, -0.143, 2.613)
C (0.331, 1.119, 3.053)
C (0.009, 1.476, 4.349)
H (-0.789, -1.628, 5.429)
H (-0.193, -2.103, 3.071)
H (0.655, 1.866, 2.340)
H (0.068, 2.508, 4.666)

Forces on the atoms, in the same order (eV/Å):
0.03 -0.72 1.96
0.01 -0.04 -0.02
0.10 0.10 0.06
0.08 -0.07 -0.07
-0.03 -0.09 0.01
0.01 0.13 -0.01
-0.12 -0.08 0.13
0.01 -0.03 -0.02
-0.01 -0.02 -0.03
-0.01 0.01 0.03
-0.03 0.01 -0.02
0.09 0.25 -0.85
-0.01 0.01 -0.01
0.00 0.02 0.02
0.00 -0.01 0.00
-0.02 0.03 -0.06
-0.01 0.02 -0.04
0.02 -0.04 0.00
0.00 0.00 0.00
0.00 0.00 0.00
0.00 0.00 0.00
0.02 0.01 -0.01
-0.02 -0.01 -0.01
0.05 -0.03 -0.01
0.05 0.01 0.03
-0.06 0.02 0.00
0.06 -0.03 0.01
-0.10 -0.08 -0.02
0.17 0.23 -0.15
-0.16 0.16 0.03
0.18 -0.16 -0.01
-0.05 0.05 -0.04
-0.05 0.07 0.03
0.05 -0.02 -0.03
-0.02 -0.01 0.01
0.00 0.00 0.01
0.00 -0.02 0.00
-0.01 -0.03 0.02
0.00 0.00 0.01
0.01 -0.01 0.00
0.00 0.00 0.00
-0.01 0.01 -0.01
0.00 0.01 -0.01
0.00 0.01 -0.04
0.00 -0.01 0.01
0.00 0.00 0.01
0.00 0.00 -0.03
0.00 0.00 0.00
-0.04 0.04 0.01
0.00 0.00 -0.01
0.00 0.00 0.00
0.00 0.00 0.00
0.00 0.00 0.00
-0.01 0.01 0.04
0.04 -0.01 -0.04
0.00 0.00 0.01
-0.04 0.02 0.01
0.00 0.06 0.08
0.12 -0.02 0.16
0.13 -0.02 -0.09
-0.03 0.05 -0.08
-0.06 -0.07 -0.12
0.02 0.02 0.06
0.02 0.05 0.00
-0.02 -0.09 -0.03
0.02 0.02 0.00
0.03 -0.01 0.03
-0.06 -0.03 -0.03
-0.08 0.00 -0.02
0.10 -0.12 0.01
-0.10 0.32 -0.19
0.06 -0.34 0.14
-0.08 0.03 0.00
-0.10 0.00 -0.03
0.02 -0.03 0.01
-0.03 0.00 0.00
0.03 0.03 -0.02
0.00 0.01 -0.01
-0.01 0.00 -0.01
0.01 0.01 0.00
0.00 -0.01 -0.01
0.00 -0.01 0.01
0.00 -0.01 0.00
-0.05 -0.03 -0.05
0.01 -0.01 0.03
-0.06 -0.01 0.01
0.03 0.04 0.09
-0.06 0.00 0.00
-0.02 0.00 -0.02
0.00 -0.01 -0.03
0.00 0.00 0.01
0.00 0.08 -0.01
0.00 0.05 0.01
0.07 -0.02 0.01
0.01 -0.06 0.04
0.01 -0.04 0.01
0.00 0.00 -0.01
-0.02 0.00 0.03
0.00 -0.01 0.00
0.01 0.01 -0.01
0.01 0.00 0.01
0.02 0.02 0.00
0.02 -0.12 -0.03
-0.17 0.55 -0.91
0.00 0.03 0.04
0.01 -0.05 0.00
0.00 0.00 0.00
-0.01 0.01 0.00
-0.01 -0.03 0.01
0.00 0.00 0.00

Values from the calculation:
net charge = +3
energy relative to the best compared isomer or geometry (same formula, charge and spin) = 10.8 kcal per mole
Kohn-Sham gap = 7.0 eV

Record 2
Below is a 7-piece molecular cluster, C42H52BF2IN2O13 overall at a distorted geometry, with properties calculated with ωB97M-V/def2-TZVPD.

CARTESIAN COORDINATES (ANGSTROEM)
C (-4.972, 4.987, -2.683)
C (-5.959, 3.816, -2.977)
C (-6.077, 2.749, -1.848)
F (-7.204, 2.900, -1.061)
C (-4.769, 2.632, -1.074)
C (-3.768, 1.797, -1.683)
F (-4.086, 1.215, -2.867)
C (-2.553, 1.576, -1.165)
B (-1.539, 0.644, -1.984)
C (-0.473, 1.324, -2.944)
O (-1.652, -0.716, -1.856)
C (-2.193, 2.193, 0.072)
N (-0.935, 1.946, 0.545)
C (-0.724, 2.595, 1.667)
C (-1.666, 3.416, 2.350)
C (-1.292, 4.077, 3.645)
C (-1.386, 3.446, 4.880)
C (-1.035, 4.121, 6.027)
C (-0.600, 5.439, 6.016)
C (-0.503, 6.062, 4.776)
C (-0.831, 5.383, 3.619)
N (-2.873, 3.633, 1.877)
C (-3.138, 3.017, 0.689)
C (-4.428, 3.242, 0.094)
I (-5.755, 4.547, 1.094)
H (-5.146, 5.797, -3.401)
H (-5.081, 5.304, -1.643)
H (-3.952, 4.616, -2.861)
H (-6.939, 4.162, -3.329)
H (-5.517, 3.269, -3.828)
H (-6.197, 1.790, -2.375)
H (0.175, 0.600, -3.452)
H (-1.049, 1.916, -3.677)
H (0.093, 2.059, -2.347)
H (-0.778, -1.130, -1.906)
H (0.269, 2.495, 2.118)
H (-1.741, 2.414, 4.911)
H (-1.107, 3.639, 7.004)
H (-0.348, 5.951, 6.945)
H (-0.159, 7.098, 4.764)
H (-0.715, 5.940, 2.687)
O (0.132, 7.343, 8.261)
C (0.076, 8.531, 8.118)
C (-1.111, 9.421, 8.420)
C (-0.744, 10.706, 7.687)
C (0.774, 10.671, 7.725)
O (1.121, 9.276, 7.687)
H (-1.175, 9.569, 9.499)
H (-2.031, 8.983, 8.041)
H (-1.166, 11.605, 8.132)
H (-1.090, 10.649, 6.653)
H (1.178, 11.103, 8.644)
H (1.222, 11.178, 6.873)
O (1.375, -2.239, -4.873)
C (1.842, -2.365, -3.778)
C (3.193, -2.945, -3.424)
C (3.054, -3.203, -1.933)
C (2.066, -2.137, -1.505)
O (1.204, -1.948, -2.649)
H (3.965, -2.203, -3.637)
H (3.378, -3.860, -3.982)
H (3.996, -3.156, -1.391)
H (2.623, -4.189, -1.775)
H (2.551, -1.187, -1.273)
H (1.471, -2.447, -0.647)
O (0.998, -6.740, -4.300)
C (-0.051, -6.197, -4.501)
C (-0.516, -5.583, -5.804)
C (-1.690, -4.722, -5.353)
C (-2.190, -5.480, -4.134)
O (-1.018, -6.085, -3.561)
H (-0.828, -6.382, -6.479)
H (0.273, -4.988, -6.257)
H (-2.455, -4.581, -6.115)
H (-1.328, -3.737, -5.054)
H (-2.897, -6.271, -4.396)
H (-2.654, -4.824, -3.401)
O (5.903, -0.725, -3.326)
C (6.728, -1.509, -2.954)
C (8.203, -1.487, -3.297)
C (8.650, -2.889, -2.900)
C (7.685, -3.225, -1.778)
O (6.462, -2.542, -2.110)
H (8.692, -0.716, -2.699)
H (8.352, -1.297, -4.356)
H (9.695, -2.952, -2.601)
H (8.498, -3.572, -3.737)
H (8.031, -2.861, -0.808)
H (7.492, -4.293, -1.704)
O (4.882, -6.526, 1.380)
C (4.060, -6.819, 0.561)
C (3.122, -8.008, 0.605)
C (2.624, -8.081, -0.834)
C (2.703, -6.630, -1.271)
O (3.816, -6.075, -0.547)
H (2.314, -7.794, 1.307)
H (3.653, -8.910, 0.900)
H (1.628, -8.506, -0.937)
H (3.311, -8.685, -1.429)
H (1.801, -6.069, -1.011)
H (2.878, -6.534, -2.341)
O (-2.606, -5.634, 1.636)
C (-2.679, -4.452, 1.467)
C (-3.881, -3.572, 1.743)
C (-3.530, -2.297, 0.985)
C (-2.014, -2.306, 1.032)
O (-1.643, -3.697, 1.025)
H (-3.954, -3.401, 2.819)
H (-4.792, -4.032, 1.370)
H (-3.968, -1.394, 1.409)
H (-3.868, -2.379, -0.050)
H (-1.623, -1.847, 1.945)
H (-1.576, -1.808, 0.173)

Forces on the atoms, in the same order (eV/Å):
-0.48 -0.74 -0.33
0.81 0.01 -0.14
0.35 -0.24 -1.15
0.26 0.21 0.04
-0.28 -0.40 -0.45
-0.88 0.74 0.55
0.02 0.04 0.05
0.77 -0.84 -0.42
0.45 0.25 -0.24
-0.52 -0.01 0.59
0.21 0.40 0.84
-0.34 -0.78 -1.60
-1.00 1.09 0.92
1.13 -0.32 0.36
-0.38 0.10 0.28
0.14 0.12 -0.28
-0.21 -0.66 -0.56
0.01 -0.04 1.22
-0.09 -0.18 -0.39
0.22 0.38 0.92
0.17 0.84 -0.61
0.78 -0.44 -0.30
-0.54 0.72 0.78
-0.05 0.01 0.27
0.36 -0.22 -0.05
0.00 -0.02 0.39
0.13 0.36 -0.34
-0.19 0.24 0.28
0.10 -0.15 0.46
-0.31 0.11 0.18
-0.20 0.21 0.37
-0.04 0.32 0.07
0.27 -0.22 0.08
0.07 -0.24 -0.31
-0.08 -0.21 -0.84
-0.29 -0.03 -0.12
0.09 0.27 0.14
-0.05 -0.09 -0.36
-0.09 -0.28 -0.51
-0.07 -0.25 -0.32
-0.18 -0.40 0.04
0.32 0.29 0.04
-0.20 -0.19 0.41
0.04 0.37 -0.45
-0.21 0.10 0.05
-0.01 0.27 -0.05
-0.08 -0.09 -0.05
-0.04 -0.12 0.00
0.02 -0.19 0.24
0.08 0.00 0.01
0.03 0.02 0.02
-0.01 -0.04 0.01
0.15 -0.17 0.01
-0.39 0.00 0.20
0.42 0.04 -0.49
-0.19 -0.16 0.40
0.28 -0.12 0.10
0.17 -0.02 0.28
-0.17 0.01 0.07
-0.04 0.01 -0.10
0.01 0.16 -0.22
-0.04 0.04 0.02
-0.03 0.08 0.04
-0.02 0.01 -0.09
-0.19 0.08 -0.13
0.02 0.04 0.36
0.15 -0.21 -0.35
-0.26 0.47 0.19
-0.02 0.14 -0.18
-0.26 0.16 -0.06
0.15 0.02 -0.01
0.11 -0.03 -0.01
0.12 -0.23 -0.05
-0.03 -0.06 0.06
0.00 -0.02 0.00
0.05 -0.03 0.01
0.11 -0.13 0.15
-0.24 -0.35 0.17
0.17 0.45 -0.01
0.10 -0.58 -0.05
0.21 0.04 -0.11
0.18 -0.25 0.13
-0.03 0.21 -0.26
-0.05 0.08 -0.07
-0.08 0.30 0.06
-0.05 -0.01 0.07
0.00 -0.01 0.04
-0.04 0.02 -0.01
-0.22 0.07 0.07
0.13 0.18 -0.24
-0.09 -0.04 0.50
0.00 -0.12 -0.58
-0.12 -0.23 0.08
-0.21 -0.15 -0.32
0.14 -0.12 0.13
0.08 -0.01 0.08
0.00 0.12 0.29
-0.01 0.10 -0.04
-0.03 0.04 -0.02
0.00 -0.05 0.04
0.06 0.16 0.05
0.23 0.03 -0.18
-0.20 -0.23 0.38
0.06 0.39 -0.46
-0.24 0.07 0.04
0.06 0.27 0.02
-0.08 -0.08 -0.03
-0.04 -0.12 0.01
0.02 -0.19 0.24
0.08 0.01 0.00
0.06 0.05 0.00
-0.02 -0.06 0.03
0.08 -0.13 0.01

Values from the calculation:
SMILES string = CC[C@H](F)c1c(F)c(B(C)O)c2ncc(-c3ccccc3)nc2c1I.O=C1CCCO1.O=C1CCCO1.O=C1CCCO1.O=C1CCCO1.O=C1CCCO1.O=C1CCCO1
net charge = 0
Kohn-Sham gap = 8.3 eV

E, record by record: -3571.333414; -3241.676197 Ha
LUMO level, record by record: -8.32; -0.40 eV
HOMO level, record by record: -15.34; -8.73 eV